# 1
Computed, not measured: a gas-phase ion, C4H13N4 (charge +1) in a non-equilibrium geometry, with the ωB97M-V functional and the def2-TZVPD basis.

Calculated values
HOMO-LUMO gap = 9.07 eV
net charge = +1
2S+1 = 1
SMILES = CN(CCN)/[NH+]=C\N
calculated total energy = -10310.2600 eV
ΔE to the lowest compared entry with this formula, charge and spin = 369.4 kJ/mol
highest occupied orbital energy = -12.5 eV

Cartesian coordinates (Å):
1 C 0.014 0.418 1.793
2 N 0.771 0.620 0.512
3 C -0.069 1.161 -0.527
4 C -1.488 0.569 -0.842
5 N -1.579 -0.886 -1.004
6 N 2.047 0.116 0.242
7 C 1.934 -1.377 -0.198
8 N 0.870 -1.960 -0.468
9 H 0.409 1.034 2.583
10 H -1.061 0.784 1.690
11 H 0.052 -0.607 2.212
12 H 0.663 1.112 -1.392
13 H -0.226 2.205 -0.220
14 H -1.721 0.961 -1.781
15 H -2.243 0.883 -0.104
16 H -2.219 -1.309 -0.402
17 H -1.992 -1.175 -1.873
18 H 2.903 0.360 0.626
19 H 2.958 -1.884 -0.078
20 H 0.955 -2.916 -0.857
21 H -0.069 -1.515 -0.505

***

# 2
Computed, not measured: a molecular structure, C4H6O7Tm in a non-equilibrium geometry, with the ωB97M-V functional and the def2-TZVPD basis.

Calculated values
HOMO-LUMO gap (alpha / beta) = 7.29 / 9.34 eV
net charge = +2
2S+1 = 4
calculated total energy = -48090.1867 eV
⟨S²⟩ = 3.752
highest occupied orbital energy (alpha / beta) = -14.8 / -18.4 eV

Cartesian coordinates (Å):
1 O -0.477 1.252 -0.694
2 C 0.520 0.836 0.130
3 C 1.038 -0.554 -0.258
4 O 2.294 -0.294 -0.937
5 C 2.621 0.929 -0.753
6 O 1.775 1.673 -0.157
7 O 3.706 1.353 -1.262
8 H -0.871 2.076 -0.381
9 H 0.349 1.049 1.189
10 H 0.379 -1.057 -0.969
11 H 1.253 -1.184 0.608
12 H 3.831 2.311 -1.156
13 O -3.126 -0.637 -0.453
14 C -2.859 -1.384 0.605
15 O -1.801 -1.199 1.282
16 O -3.685 -2.276 0.921
17 Tm -2.603 -2.794 2.965
18 H -2.344 -0.102 -0.680

***

# 3
Computed, not measured: 2 unconnected molecules or ions with the total composition HO5PS in a non-equilibrium geometry, with the ωB97M-V functional and the def2-TZVPD basis.

Calculated values
HOMO-LUMO gap (alpha / beta) = 5.38 / 4.82 eV
net charge = -2
2S+1 = 1
calculated total energy = -30378.1121 eV
ΔE to the lowest compared entry with this formula, charge and spin = 166.9 kJ/mol
highest occupied orbital energy (alpha / beta) = 0.2 / 0.6 eV

Cartesian coordinates (Å):
1 O 1.631 1.553 -1.055
2 O 1.410 -0.867 -0.160
3 O 1.793 1.149 1.479
4 O -3.761 -1.258 -0.798
5 O -0.358 0.684 0.392
6 P 1.107 0.848 0.127
7 S -2.420 -0.874 -0.127
8 H 0.596 -1.236 0.141

***

# 4
Computed, not measured: C8H6O in the gas phase in a non-equilibrium geometry, with the ωB97M-V functional and the def2-TZVPD basis.

Calculated values
HOMO-LUMO gap (alpha / beta) = 4.84 / 4.80 eV
net charge = 0
2S+1 = 1
calculated total energy = -10430.1431 eV
ΔE to the lowest compared entry with this formula, charge and spin = 882.4 kJ/mol
highest occupied orbital energy (alpha / beta) = -6.6 / -6.6 eV

Cartesian coordinates (Å):
1 C 1.966 2.682 -0.091
2 C -3.531 0.255 -0.271
3 C 0.890 2.056 0.045
4 C -2.353 0.120 -0.046
5 C -0.207 1.301 0.023
6 C -0.971 0.235 0.030
7 C 1.893 -1.290 -0.222
8 C -0.346 -1.213 0.270
9 O 0.637 -1.568 -0.676
10 H 2.664 3.435 0.151
11 H -4.542 0.399 -0.533
12 H 2.737 -1.571 -0.822
13 H 2.177 -1.474 0.755
14 H -0.004 -1.314 1.265
15 H -1.010 -2.054 0.121

***

# 5
Computed, not measured: C2H6N2O in the gas phase in a non-equilibrium geometry, with the ωB97M-V functional and the def2-TZVPD basis.

Calculated values
HOMO-LUMO gap = 9.85 eV
net charge = 0
2S+1 = 1
SMILES = [H]/N=C/N(C)O
calculated total energy = -7196.2912 eV
ΔE to the lowest compared entry with this formula, charge and spin = 337.3 kJ/mol
highest occupied orbital energy = -8.9 eV

Cartesian coordinates (Å):
1 H -2.647 -0.456 0.159
2 N -1.720 -0.078 0.264
3 C -0.809 -0.689 -0.339
4 N 0.442 -0.269 -0.330
5 C 0.691 1.099 -0.056
6 O 1.364 -1.180 0.097
7 H -0.965 -1.681 -0.837
8 H -0.236 1.713 0.073
9 H 1.419 1.169 0.785
10 H 1.250 1.598 -0.849
11 H 1.210 -1.226 1.033

***

# 6
Computed, not measured: a gas-phase ion, C3HBrO4S (charge -2) in a non-equilibrium geometry, with the ωB97M-V functional and the def2-TZVPD basis.

Calculated values
HOMO-LUMO gap = 6.47 eV
net charge = -2
2S+1 = 1
SMILES = O=C([O-])/C(SBr)=C(/[O-])O
calculated total energy = -92196.4104 eV
ΔE to the lowest compared entry with this formula, charge and spin = 0.0 kJ/mol
highest occupied orbital energy = -0.5 eV

Cartesian coordinates (Å):
1 O -1.842 -1.103 0.032
2 C -0.575 -1.311 -0.152
3 O -0.100 -2.411 -0.428
4 C 0.266 -0.099 0.067
5 S 1.729 -0.224 0.843
6 Br 4.017 0.080 -0.163
7 C -0.303 1.248 -0.055
8 O 0.367 2.265 -0.199
9 O -1.634 1.312 0.005
10 H -1.924 0.243 0.051

***

# 7
Computed, not measured: a molecular structure, C11H16I2O5RuSYb in a non-equilibrium geometry, with the ωB97M-V functional and the def2-TZVPD basis.

Calculated values
HOMO-LUMO gap (alpha / beta) = 5.59 / 5.18 eV
net charge = +4
2S+1 = 7
calculated total energy = -83001.6197 eV
⟨S²⟩ = 12.031
highest occupied orbital energy (alpha / beta) = -20.6 / -22.8 eV

Cartesian coordinates (Å):
1 I 4.728 -0.135 -1.268
2 I 4.150 2.248 -0.299
3 Ru -0.605 0.695 -0.061
4 Yb 0.477 -2.210 0.385
5 S 1.020 -0.402 -1.420
6 C -1.993 -0.447 -0.572
7 C -1.707 -2.446 1.756
8 C 0.681 -0.217 -3.265
9 C 1.464 1.012 -3.716
10 C -0.807 -0.015 -3.518
11 C 1.161 -1.470 -3.983
12 C -1.792 1.303 1.293
13 C -0.751 2.264 -1.061
14 O -2.688 -2.300 2.334
15 O -2.854 -1.194 -0.763
16 O -2.620 1.642 2.030
17 O -0.783 3.282 -1.626
18 H 1.357 1.128 -4.803
19 H 2.526 0.904 -3.465
20 H 1.087 1.918 -3.230
21 H -0.954 0.136 -4.598
22 H -1.187 0.868 -2.993
23 H -1.382 -0.893 -3.217
24 H 0.996 -1.335 -5.063
25 H 0.596 -2.352 -3.653
26 H 2.228 -1.647 -3.801
27 C 0.302 -0.238 3.899
28 C 1.139 0.121 2.688
29 C 2.635 -0.059 2.845
30 O 0.689 -0.620 1.550
31 H 0.349 -1.313 4.100
32 H -0.742 0.027 3.717
33 H 0.650 0.309 4.785
34 H 0.958 1.175 2.455
35 H 2.915 -1.120 2.845
36 H 3.154 0.431 2.012
37 H 2.980 0.395 3.786

***

# 8
Computed, not measured: a molecular structure, C5H3N2O4PtSe3Te in a non-equilibrium geometry, with the ωB97M-V functional and the def2-TZVPD basis.

Calculated values
HOMO-LUMO gap (alpha / beta) = 3.80 / 4.01 eV
net charge = -1
2S+1 = 1
calculated total energy = -222986.1332 eV
ΔE to the lowest compared entry with this formula, charge and spin = 216.4 kJ/mol
highest occupied orbital energy (alpha / beta) = -3.9 / -4.0 eV

Cartesian coordinates (Å):
1 Pt 0.956 -1.198 -2.218
2 Se -0.908 -2.327 -3.133
3 Se -0.427 -4.339 -3.920
4 Te 3.075 -2.529 -2.432
5 Se 3.390 -0.183 -1.747
6 O -1.674 2.902 1.356
7 C -1.137 2.008 2.152
8 O -1.179 2.109 3.360
9 C -0.465 0.836 1.534
10 C 0.118 -0.169 2.286
11 N 0.622 -1.067 1.427
12 N 0.406 -0.712 0.164
13 C -0.251 0.438 0.187
14 C -0.652 1.089 -1.112
15 O -1.295 2.148 -1.062
16 O -0.329 0.512 -2.178
17 H -1.561 2.672 0.364
18 H 0.181 -0.273 3.350
19 H 1.129 -1.917 1.624